No. 1
9
Properties=species:S:1:pos:R:3:lowdin_charge:R:1 method="wB97M-V/def2-TZVPD" e_tot_ha=-831.58229 homo_lumo_gap_ev=6.576 molar_mass_g_mol=139.99 total_charge=-2 multiplicity=1 de_lowest_kj_mol=0.0
C 0.8713 0.3134 0.1132 -0.42
O -2.4464 0.7476 1.2261 -0.38
O -2.2452 0.6342 -1.1737 -0.39
O 1.3390 1.3644 0.2461 0.20
O -2.5239 -1.6150 0.1582 -0.39
O 3.9716 -0.1948 -0.0996 -0.69
O 0.1093 -0.5517 0.0257 0.12
P -2.2608 -0.1526 0.0853 0.17
H 3.1851 -0.5456 -0.5814 -0.21

---

No. 2
7
Properties=species:S:1:pos:R:3:lowdin_charge:R:1 method="wB97M-V/def2-TZVPD" e_tot_ha=-1479.87257 homo_lumo_gap_ev=6.568 molar_mass_g_mol=456.79 total_charge=-1 multiplicity=1 de_lowest_kj_mol=81.5
C -1.7108 -0.3292 -0.1650 -1.92
O 1.1457 0.1482 1.4834 -0.57
O 0.7586 1.8898 -0.1926 -0.58
S 0.7993 0.4425 0.0649 0.67
I -2.6829 -1.5519 -1.5365 0.49
I -2.4238 1.7254 -0.5237 0.46
I -2.0049 -0.9926 1.9247 0.45

---

No. 3
7
Properties=species:S:1:pos:R:3:lowdin_charge:R:1 method="wB97M-V/def2-TZVPD" e_tot_ha=-630.02707 homo_lumo_gap_ev="6.762 / 6.761" molar_mass_g_mol=210.94 total_charge=-1 multiplicity=1 de_lowest_kj_mol=13.4
C -1.2299 -0.9489 1.3598 -0.38
N -1.2312 0.0892 0.8051 0.09
N -0.3574 0.9483 0.0941 -0.01
N 0.4025 0.2850 -0.5409 -0.30
N 1.2954 -0.0871 -1.1827 -0.12
O -1.5934 -1.8905 1.9330 0.12
I 2.7139 1.6041 -2.4685 -0.40

---

No. 4
5
Properties=species:S:1:pos:R:3:lowdin_charge:R:1 method="wB97M-V/def2-TZVPD" e_tot_ha=-2265.21985 homo_lumo_gap_ev=5.528 molar_mass_g_mol=236.30 total_charge=+1 multiplicity=1
O -1.9093 0.7397 0.4614 0.13
C -1.0133 -0.0421 0.3839 -0.97
O -0.9918 -1.1886 0.7146 0.08
I 0.8809 0.8529 -0.5295 0.92
Zn 3.0335 -0.3619 -1.0305 0.85

---

No. 5
9
Properties=species:S:1:pos:R:3:lowdin_charge:R:1 method="wB97M-V/def2-TZVPD" e_tot_ha=-1294.30706 homo_lumo_gap_ev="5.522 / 6.427" s_squared=6.03 molar_mass_g_mol=346.37 total_charge=0 multiplicity=5
O 2.0480 1.2344 0.5631 -0.16
C 2.3523 0.2655 -0.2538 -0.79
O 3.4585 0.0713 -0.7570 0.13
Ir 0.2933 0.5152 0.7938 1.26
N -2.8568 -0.1514 0.5651 -0.81
S -1.8680 0.5520 1.7590 0.40
S -2.3557 -1.2514 -0.4186 0.68
O 1.2307 -0.5659 -0.4588 -0.19
O -2.3023 -0.6696 -1.7928 -0.53

---

No. 6
7
Properties=species:S:1:pos:R:3:lowdin_charge:R:1 method="wB97M-V/def2-TZVPD" e_tot_ha=-1094.34700 homo_lumo_gap_ev="6.822 / 6.784" molar_mass_g_mol=136.16 total_charge=0 multiplicity=1 de_lowest_kj_mol=31.4
C 1.1307 0.1809 0.1677 -0.35
N 0.0068 0.1471 0.4979 0.11
N 2.3069 -0.1474 -0.0903 -0.46
O -2.6065 1.0814 -0.4846 -0.43
O -2.4024 -1.2626 -0.3674 -0.45
S 3.8512 -0.0019 -0.0570 0.83
S -2.2868 0.0025 0.3338 0.75